21
Properties=species:S:1:pos:R:3 method="wB97M-V/def2-TZVPD" homo_lumo_gap_ev=6.44 max_force_ev_per_a=3.876 e_above_lowest_kcal_mol=100.4 total_charge=-1
C -1.23872 -0.53122 -0.76324
N -2.22644 -0.38706 -1.63204
C -3.06723 0.68587 1.68116
C 0.16306 0.08296 -0.63602
C 1.03630 -0.51073 -1.77117
N 0.66130 -0.11526 0.70012
C 2.00312 0.55150 1.08495
O 3.09625 -0.06381 0.71412
H -1.94152 0.52259 -0.88912
H -1.25252 -1.44222 -0.12934
H -3.11464 -0.27963 2.18955
H -2.11757 1.21731 1.67089
H -3.32353 0.40832 0.66180
H -3.74783 1.32589 2.25338
H 0.09760 1.17837 -0.66802
H 1.15752 0.17375 -2.60717
H 1.96162 -0.83245 -1.29615
H 0.54365 -1.40374 -2.18174
H 0.68606 -1.06839 1.04851
H 1.86269 1.55499 0.61730
H 1.84499 0.61408 2.20496

17
Properties=species:S:1:pos:R:3 method="wB97M-V/def2-TZVPD" homo_lumo_gap_ev=9.69 max_force_ev_per_a=6.600 e_above_lowest_kcal_mol=86.4 total_charge=0
C -2.34084 1.08983 0.03231
C -2.96086 -0.13424 0.05007
C -2.27206 -1.30538 0.01233
C -0.31019 -0.13250 -0.02644
C -0.90047 1.12378 -0.01595
C 1.22011 -0.11606 -0.12009
C 3.19711 -0.12209 -0.64994
C 3.17618 -0.12376 0.72852
H -3.01348 1.88440 0.06378
H -4.07883 -0.28731 0.01094
H -2.55755 -2.51183 -0.15326
H -0.25429 2.32034 -0.10266
H 4.25889 -0.10718 -1.35222
H 3.85593 -0.08394 1.62472
N -0.92256 -1.25327 0.01006
N 1.96621 -0.10804 -1.18405
O 1.93670 -0.13274 1.07189

49
Properties=species:S:1:pos:R:3 method="wB97M-V/def2-TZVPD" homo_lumo_gap_ev=10.86 max_force_ev_per_a=3.174 e_above_lowest_kcal_mol=73.0 total_charge=+1
O 1.72729 -1.80199 0.28102
H 2.22888 -2.26425 0.91909
H -0.57348 -4.68525 -2.48872
O 3.08265 2.95973 -0.84201
H 0.15784 2.86914 -0.32932
H 2.40390 -4.37562 1.98374
O -2.56358 -0.26177 3.51617
H -1.64584 0.01846 3.56429
H -2.58096 -0.43079 -2.96049
O 0.57633 2.05695 -0.60497
H 1.51979 2.31490 -0.56710
H -1.03065 -2.48800 3.55650
O 4.18583 2.47110 1.46972
H 3.05338 3.39315 0.02117
H 4.17612 1.52268 1.20317
O 5.29400 0.14221 1.25966
H 5.73229 -0.37859 1.93636
H -3.59838 0.67764 -2.55691
O -2.83472 2.93235 -1.44284
H -1.00560 -1.09795 0.17476
H -2.98468 2.42207 -2.24882
O -0.30279 -0.41465 0.53715
H -2.01912 -5.27941 -2.27220
H 0.35915 -1.25413 0.45677
O -2.85585 0.15314 -2.24875
H 2.20229 -1.13260 -0.21358
O 1.60777 -3.95781 2.28114
H -0.20616 -0.53025 -2.53364
H 1.15363 -4.63815 2.78894
O 0.40566 -0.07936 -1.95532
H 0.36273 0.87663 -1.85297
H -1.76529 3.72461 -4.56163
O -3.00541 1.57758 1.21035
H -2.40786 -2.13285 0.71538
H -2.00338 3.85053 -3.00044
O -0.69772 -2.77561 2.70696
H 0.25290 -2.66992 2.63986
H -3.74388 1.89861 1.72457
O -1.66176 3.29900 -3.72323
H -2.97752 1.80831 0.28942
H 5.73101 0.02604 0.41921
O -1.50209 -4.49057 -2.35899
H 4.90407 2.41323 2.10447
H -2.95396 0.30144 4.18560
O -2.51015 -1.64287 -0.10129
H -0.09698 0.07857 -0.31637
H 3.63847 3.48737 -1.41954
H -1.99100 2.52557 -1.19901
H -3.23719 -1.01864 -0.14733

15
Properties=species:S:1:pos:R:3 method="wB97M-V/def2-TZVPD" homo_lumo_gap_ev="8.50 / 7.87" max_force_ev_per_a=3.542 e_above_lowest_kcal_mol=108.5 total_charge=0
C 0.35577 -0.21814 -0.76654
C -2.35791 -1.13403 0.77015
C 1.07747 0.60170 0.12388
C 0.02999 -1.52988 -0.49524
C 1.59926 2.05347 0.02059
F -3.24934 -0.82272 -0.24642
F 1.30571 0.06321 1.32524
H -0.00914 0.38463 -1.53634
H -2.11936 -0.13594 1.12367
H 0.56792 -1.93615 0.36650
H -0.47553 -2.12438 -1.15980
H -1.81976 -2.04768 0.43403
H 0.75590 2.68828 -0.12093
H 2.27161 2.05363 -0.81089
H 2.06742 2.10402 0.97210

24
Properties=species:S:1:pos:R:3 method="wB97M-V/def2-TZVPD" homo_lumo_gap_ev=8.11 max_force_ev_per_a=5.874 e_above_lowest_kcal_mol=0.0 smiles="C[C@@H]1CC=C([SiH2]O)c2ncc#cc21" total_charge=0
C 2.24779 -0.10286 1.42335
C 1.86216 -0.45420 -0.04159
C 1.68542 0.94826 -0.72225
C 0.35840 1.44894 -0.42080
C -0.72908 0.68566 -0.23783
Si -2.40093 1.30705 0.26432
O -2.56493 2.96690 0.10840
C -0.61623 -0.75046 -0.34456
N -1.70576 -1.46578 -0.64735
C -1.66713 -2.80461 -0.69931
C -0.46149 -3.28460 -0.33257
C 0.67127 -2.63410 -0.26016
C 0.70258 -1.31520 -0.15531
H 1.41792 0.34942 1.98422
H 3.01815 0.74397 1.34564
H 2.48309 -0.99345 2.06392
H 2.79244 -0.98144 -0.36359
H 2.09006 0.97313 -1.82556
H 2.50254 1.64892 -0.29754
H 0.14452 2.48971 -0.60191
H -3.49025 0.44649 -0.42467
H -2.46578 0.96403 1.65224
H -3.29584 3.28771 -0.54455
H -2.57891 -3.47350 -0.92254

13
Properties=species:S:1:pos:R:3 method="wB97M-V/def2-TZVPD" homo_lumo_gap_ev=9.51 max_force_ev_per_a=5.592 e_above_lowest_kcal_mol=86.4 smiles="CN1CC(Br)=CO1" total_charge=0
C 0.54638 0.92411 -0.53125
N -0.65571 0.05609 -0.41076
C -1.08320 -0.46482 0.84757
C -0.13027 -1.98776 0.86508
Br 0.28026 -2.74717 2.55084
C 0.27884 -2.11938 -0.38091
O -0.30496 -1.14283 -1.15085
H 0.56842 1.87951 0.03121
H 1.45780 0.31210 -0.17891
H 0.56225 1.23604 -1.58737
H -2.05595 -0.94085 0.99457
H -0.54023 0.11031 1.68948
H 0.76256 -2.88284 -0.84154

57
Properties=species:S:1:pos:R:3 method="wB97M-V/def2-TZVPD" homo_lumo_gap_ev="4.65 / 4.65" max_force_ev_per_a=9.762 e_above_lowest_kcal_mol=88.3 total_charge=+2
N 1.98143 -0.37085 -0.36176
C 3.13959 -0.77899 0.34662
O 3.96111 -1.49057 -0.21839
Ag 2.96774 -0.28056 -2.19948
Nb 0.11159 -0.02184 0.03290
N -0.87576 -1.70639 -0.60295
N -0.30468 1.85612 -0.73061
C -0.39497 -3.08083 -0.99107
C 0.29195 3.18769 -0.51860
C 0.76392 -2.87258 -1.97858
C -1.45023 -3.96561 -1.65024
C 0.07104 -3.86350 0.25250
C 0.44176 4.00072 -1.82982
C -0.59694 4.06332 0.38352
C 1.70389 3.01478 0.08518
H 0.35168 -2.38969 -2.88202
H 1.21884 -3.84186 -2.21626
H 1.54432 -2.19190 -1.56881
H -2.34301 -4.02297 -1.03874
H -1.06908 -4.98953 -1.74819
H -1.69918 -3.62082 -2.64843
H 0.88021 -3.35983 0.80675
H 0.41516 -4.87024 -0.08491
H -0.78630 -3.98537 0.92475
H 1.01434 3.46003 -2.60191
H 0.99036 4.92948 -1.57321
H -0.54186 4.31003 -2.21642
H -1.60067 4.08072 -0.05989
H -0.21881 5.10021 0.30517
H -0.59450 3.74901 1.41577
H 1.66804 2.55198 1.09510
H 2.13662 4.02829 0.17008
H 2.29637 2.41628 -0.64045
C -1.20267 1.71660 -1.89510
H -0.99264 0.76427 -2.43687
H -2.27859 1.80399 -1.64709
H -1.02014 2.50552 -2.65604
C -2.20241 -1.30696 -1.07812
H -3.00145 -2.02303 -0.82888
H -2.45594 -0.35536 -0.60809
H -2.20542 -1.16979 -2.16668
O 1.42470 -2.02961 2.33234
C 0.62891 -1.22670 2.84097
N -0.07267 -0.31104 2.09436
S -0.61911 1.08542 2.94444
O 0.37972 2.13523 2.78995
O -2.01554 1.27717 2.65056
C -0.32154 0.25824 4.46308
C -0.59571 0.73908 5.73809
C -0.27176 -0.09884 6.82241
C 0.32852 -1.34738 6.61408
C 0.64256 -1.79140 5.34123
C 0.33141 -0.95434 4.26104
H -1.09032 1.69825 5.82328
H -0.53796 0.20941 7.81554
H 0.56006 -1.98005 7.47862
H 1.09750 -2.75607 5.07146

77
Properties=species:S:1:pos:R:3 method="wB97M-V/def2-TZVPD" homo_lumo_gap_ev=2.81 max_force_ev_per_a=0.234 e_above_lowest_kcal_mol=0.0 total_charge=-1
O -1.03595 -3.35461 1.35229
C -1.21212 -1.95643 1.12229
C -2.55490 -1.61785 0.48881
C -3.67316 -1.18948 1.45381
C -5.07868 -1.82386 1.25977
N -5.36044 -3.11174 1.77056
O -4.53244 -4.04224 0.92202
H -0.08370 -3.49544 1.38542
H -1.12010 -1.41027 2.07619
H -0.39832 -1.61205 0.46774
H -2.35382 -0.80892 -0.22077
H -2.88467 -2.48456 -0.08703
H -3.80544 -0.10074 1.36110
H -3.36872 -1.39340 2.48793
H -5.30374 -1.69987 0.15901
H -5.78322 -1.16117 1.78840
H -5.09979 -4.19247 0.15254
C 3.28228 -5.00231 -0.31709
C 2.79565 -3.57364 -0.25568
O 1.97481 -3.22241 0.55891
C 3.37619 -2.61032 -1.26115
H 2.78949 -5.59521 0.44914
H 3.07122 -5.42353 -1.30177
H 4.36469 -5.03357 -0.17670
H 3.15861 -2.95849 -2.27340
H 4.46366 -2.57697 -1.15963
H 2.96531 -1.61500 -1.11031
C 0.74909 2.07647 0.53230
C 1.70912 0.91786 0.43787
O 2.32101 0.67582 -0.57940
C 1.85604 0.07371 1.67785
H 0.72911 2.62075 -0.40898
H -0.25079 1.70693 0.77038
H 1.06335 2.75334 1.32844
H 0.87827 -0.31301 1.97022
H 2.23811 0.67386 2.50709
H 2.52336 -0.76110 1.48056
C -2.56653 -0.05833 -4.88247
C -2.55088 0.33714 -3.42414
O -3.41600 -0.01029 -2.66085
C -1.37298 1.16802 -2.96265
H -3.45455 -0.65482 -5.08062
H -2.56661 0.82904 -5.51939
H -1.67118 -0.62657 -5.13728
H -1.32678 2.10347 -3.52478
H -0.43984 0.63263 -3.14942
H -1.46920 1.37661 -1.89991
C -1.75187 -3.55161 -7.10318
C -1.09411 -2.42929 -7.86823
O -0.67531 -1.44192 -7.31324
C -0.99226 -2.60189 -9.36596
H -1.77423 -3.31947 -6.04179
H -2.77000 -3.70493 -7.46632
H -1.20903 -4.48480 -7.26636
H -1.98816 -2.72726 -9.79516
H -0.42552 -3.50527 -9.59968
H -0.50594 -1.73561 -9.80668
C 0.12738 6.90823 2.40027
C 1.10271 5.76091 2.27947
O 1.72129 5.56248 1.25982
C 1.26352 4.87900 3.49127
H 0.09505 7.46505 1.46746
H -0.86747 6.52794 2.63944
H 0.42548 7.56794 3.21760
H 0.30780 4.43365 3.77245
H 1.60854 5.45838 4.34910
H 1.97974 4.08985 3.27562
C 4.01907 3.01783 5.97840
C 2.80963 3.03066 6.88329
O 1.72339 3.38186 6.49074
C 3.03014 2.57103 8.30490
H 3.74619 3.36433 4.98513
H 4.80273 3.65649 6.39094
H 4.42721 2.00727 5.91627
H 3.78228 3.19746 8.78871
H 3.41087 1.54798 8.31055
H 2.09607 2.61878 8.85802